No. 1
DFT (wB97M-V/def2-TZVPD) results for the molecule C5H9NO at a distorted geometry.

XYZ file:
```
16
C5H9NO wB97M-V/def2-TZVPD
C -1.48 0.64 1.37
C -1.35 0.68 0.00
C -0.04 1.00 -0.59
N 0.85 -0.24 -0.54
C 1.14 -0.76 0.73
C 0.84 -1.07 -1.62
O 1.39 -2.14 -1.68
H -1.04 1.45 1.94
H -2.44 0.38 1.80
H -1.99 0.04 -0.60
H 0.49 1.76 -0.01
H -0.13 1.32 -1.63
H 0.04 -0.55 1.40
H 1.52 -1.78 0.66
H 1.84 -0.12 1.27
H 0.34 -0.61 -2.50
```

Summary:
SMILES   C=CCN(C)C=O
Energy relative to the best compared isomer or geometry (same formula, charge and spin)   61.83 kcal/mol
Net charge   0
DFT total energy   -325.8390 hartree

=====

No. 2
DFT (wB97M-V/def2-TZVPD) results for the molecule C5H9NO at a distorted geometry.

XYZ file:
```
16
C5H9NO wB97M-V/def2-TZVPD
C 1.16 -1.58 0.17
N 0.05 -0.70 0.42
C 0.09 0.57 0.09
C 1.33 1.40 -0.08
C -1.21 1.11 -0.08
C -2.16 0.10 0.05
O -2.20 -0.96 -0.77
H 2.11 -1.08 -0.03
H 1.30 -2.23 1.04
H 0.92 -2.20 -0.70
H 2.04 1.22 0.73
H 1.08 2.46 -0.09
H 1.81 1.17 -1.03
H -1.45 2.15 0.05
H -3.11 0.28 0.54
H -1.75 -1.71 -0.31
```

Summary:
SMILES   C/N=C(C)/C=C\O
Energy relative to the best compared isomer or geometry (same formula, charge and spin)   82.59 kcal/mol
Net charge   0
DFT total energy   -325.8059 hartree

=====

No. 3
DFT (wB97M-V/def2-TZVPD) results for the molecule C5H9NO.

XYZ file:
```
16
C5H9NO wB97M-V/def2-TZVPD
C -1.38 1.12 -0.64
C -1.17 -0.42 -0.54
C 0.28 -0.75 -0.98
N 0.64 -0.39 0.39
C 1.86 -0.06 1.05
C -0.63 -0.55 0.88
O -1.08 -0.62 2.00
H -0.71 1.63 0.06
H -2.39 1.41 -0.37
H -1.12 1.50 -1.63
H -1.99 -1.07 -0.89
H 0.51 -1.81 -1.17
H 0.66 -0.14 -1.80
H 1.63 0.64 1.86
H 2.35 -0.95 1.45
H 2.53 0.45 0.34
```

Summary:
SMILES   C[C@H]1CN(C)C1=O
Energy relative to the best compared isomer or geometry (same formula, charge and spin)   34.25 kcal/mol
Net charge   0
DFT total energy   -325.8830 hartree

=====

No. 4
DFT (wB97M-V/def2-TZVPD) results for the molecule C5H9NO.

XYZ file:
```
16
C5H9NO wB97M-V/def2-TZVPD
C -1.39 -0.01 1.29
C -1.24 0.09 -0.21
N -0.85 1.40 -0.74
C 0.05 0.27 -0.91
C 1.38 0.27 -0.20
C 1.91 -1.13 -0.04
O 1.30 -2.12 -0.37
H -0.83 0.79 1.78
H -2.44 0.10 1.57
H -1.03 -0.98 1.66
H -1.98 -0.48 -0.78
H -1.34 1.61 -1.60
H 0.10 -0.18 -1.91
H 1.31 0.73 0.79
H 2.13 0.86 -0.74
H 2.92 -1.22 0.40
```

Summary:
SMILES   C[C@H]1N[C@H]1CC=O
Energy relative to the best compared isomer or geometry (same formula, charge and spin)   45.65 kcal/mol
Net charge   0
DFT total energy   -325.8648 hartree

=====

No. 5
DFT (wB97M-V/def2-TZVPD) results for the molecule C5H9NO at a distorted geometry.

XYZ file:
```
16
C5H9NO wB97M-V/def2-TZVPD
C 2.20 -0.07 -0.77
C 1.10 -0.33 -0.09
C 0.52 0.35 1.03
C -0.65 1.04 0.90
N -0.99 1.67 -0.28
O 0.19 -1.44 -0.75
C -1.07 -1.63 -0.26
H 2.86 0.73 -0.47
H 2.56 -0.77 -1.51
H 0.84 0.05 2.02
H -1.10 1.49 1.77
H -0.48 1.37 -1.10
H -1.61 2.46 -0.28
H -1.82 -0.90 -0.60
H -1.41 -2.65 -0.48
H -1.13 -1.38 0.87
```

Summary:
SMILES   C=C(/C=C\N)OC
Energy relative to the best compared isomer or geometry (same formula, charge and spin)   78.21 kcal/mol
Net charge   0
DFT total energy   -325.8129 hartree

=====

No. 6
DFT (wB97M-V/def2-TZVPD) results for the molecule C5H9NO at a distorted geometry.

XYZ file:
```
16
C5H9NO wB97M-V/def2-TZVPD
C -2.19 -0.23 -0.05
C -0.77 -0.63 -0.13
C -0.27 -1.31 0.95
N 0.30 -1.70 1.84
C 0.29 0.87 -0.25
C 1.67 0.67 0.01
O 2.31 0.07 -1.02
H -2.43 0.40 -0.90
H -2.38 0.34 0.85
H -2.85 -1.09 -0.02
H -0.55 -1.18 -1.04
H 0.10 1.14 -1.26
H -0.19 1.53 0.44
H 1.74 -0.13 0.92
H 2.11 1.57 0.38
H 3.12 -0.33 -0.73
```

Summary:
SMILES   C[C@H](C#N)CCO
Energy relative to the best compared isomer or geometry (same formula, charge and spin)   57.59 kcal/mol
Net charge   0
DFT total energy   -325.8458 hartree

=====

No. 7
DFT (wB97M-V/def2-TZVPD) results for the molecule C5H9NO at a distorted geometry.

XYZ file:
```
16
C5H9NO wB97M-V/def2-TZVPD
C 0.98 1.47 -0.10
C 1.67 -0.26 0.93
C -2.07 -0.48 -0.36
C 0.11 0.54 0.57
C -0.59 -0.39 -0.57
N 0.09 -0.93 -1.49
O -0.59 0.76 1.61
H -0.48 -1.48 -2.13
H 1.06 2.47 0.32
H 1.37 1.26 -1.09
H 1.28 -1.03 1.59
H 2.10 -0.74 0.06
H 2.39 0.29 1.54
H -2.27 -0.91 0.62
H -2.54 -1.08 -1.14
H -2.50 0.52 -0.36
```

Summary:
Energy relative to the best compared isomer or geometry (same formula, charge and spin)   108.32 kcal/mol
Net charge   0
DFT total energy   -325.7649 hartree

=====

No. 8
DFT (wB97M-V/def2-TZVPD) results for the molecule C5H9NO.

XYZ file:
```
16
C5H9NO wB97M-V/def2-TZVPD
C -1.57 -0.80 0.16
C -1.09 0.54 0.69
N -0.01 0.65 1.67
C 0.19 1.19 0.32
C 1.19 0.64 -0.66
C 1.49 -0.77 -0.90
O 0.73 -0.02 -1.84
H -1.41 -0.89 -0.92
H -2.64 -0.92 0.35
H -1.07 -1.64 0.66
H -1.90 1.24 0.90
H 0.47 -0.25 1.75
H 0.19 2.28 0.31
H 2.00 1.35 -0.88
H 2.49 -1.04 -1.23
H 0.95 -1.55 -0.37
```

Summary:
SMILES   C[C@H]1N[C@H]1[C@H]1CO1
Energy relative to the best compared isomer or geometry (same formula, charge and spin)   73.40 kcal/mol
Net charge   0
DFT total energy   -325.8206 hartree